1.
{"formula": "C4H18O5", "method": "the ωB97M-V functional and the def2-TZVPD basis", "elements": ["C", "C", "C", "C", "H", "H", "H", "H", "H", "H", "H", "H", "O", "H", "H", "O", "H", "H", "O", "H", "H", "O", "H", "H", "O", "H", "H"], "coordinates": [[1.44015, 0.26088, -1.55416], [0.69614, 0.36702, -0.24031], [0.22605, 1.47510, 0.34957], [-0.40664, 1.41817, 1.67034], [2.25035, 1.06122, -1.57805], [1.82845, -0.74598, -1.54610], [0.82308, 0.46182, -2.41410], [0.53644, -0.53197, 0.40610], [0.28571, 2.46764, -0.10209], [-0.34803, 2.34607, 2.25795], [0.14365, 0.67388, 2.32100], [-1.48825, 1.15037, 1.68144], [-2.00404, 1.42046, -1.98147], [-1.55311, 1.44711, -2.83551], [-1.63271, 2.17934, -1.51886], [0.76282, -2.93930, 2.15104], [0.32081, -2.81254, 1.30935], [0.45935, -2.19847, 2.68419], [-2.36565, -1.80847, -1.19280], [-2.91818, -1.01967, -1.24848], [-2.14313, -2.04196, -2.09919], [3.52111, 0.88843, 0.15383], [3.63684, 0.01405, -0.21822], [2.79684, 0.94178, 0.77925], [-1.51162, -1.75595, 1.31459], [-1.82222, -0.84605, 1.13726], [-1.53420, -1.87299, 0.31342]], "nbo_charge": [-0.675, -0.175, -0.231, -0.652, 0.257, 0.213, 0.208, 0.204, 0.187, 0.221, 0.219, 0.205, -0.945, 0.470, 0.476, -0.945, 0.475, 0.472, -0.954, 0.496, 0.487, -0.953, 0.475, 0.486, -0.970, 0.455, 0.492], "homo_lumo_gap_ev": 9.613, "homo_energy_ev": -9.4, "e_above_lowest_ev": 1.299, "smiles": "C/C=C/C.O.O.O.O.O"}

2.
{"formula": "C4H18O5", "method": "the ωB97M-V functional and the def2-TZVPD basis", "elements": ["C", "O", "H", "H", "H", "H", "C", "O", "H", "H", "H", "H", "C", "O", "H", "H", "H", "H", "C", "O", "H", "H", "H", "H", "O", "H", "H"], "coordinates": [[-1.81269, 1.65083, -1.83976], [-0.51883, 1.27484, -2.34952], [-1.84853, 2.01974, -0.81472], [-2.39807, 2.36679, -2.41668], [-2.40610, 0.73757, -1.79591], [-0.79083, 0.86027, -3.17156], [1.76838, -2.54111, 1.53649], [2.17405, -1.27144, 1.88483], [0.68876, -2.65138, 1.43465], [2.10621, -2.77699, 0.52737], [2.16037, -3.25113, 2.26471], [1.82286, -0.64206, 1.25069], [-1.16786, -2.36978, -1.66042], [-1.23538, -3.33457, -0.64542], [-1.25233, -2.82778, -2.64591], [-2.05357, -1.74437, -1.54864], [-0.36077, -1.64690, -1.54142], [-0.42088, -3.82599, -0.77464], [0.36643, 2.70482, 2.41420], [0.56026, 2.93349, 1.06615], [0.93565, 1.88186, 2.84643], [0.73211, 3.55914, 2.98387], [-0.69347, 2.50364, 2.56987], [0.37257, 3.87404, 1.02435], [1.33176, 0.53848, -0.13503], [1.12192, 1.25962, 0.45840], [0.81800, 0.71835, -0.92238]], "nbo_charge": [-0.268, -0.728, 0.194, 0.171, 0.165, 0.473, -0.238, -0.746, 0.157, 0.142, 0.174, 0.494, -0.260, -0.705, 0.161, 0.168, 0.175, 0.461, -0.262, -0.734, 0.192, 0.167, 0.165, 0.482, -0.987, 0.488, 0.498], "homo_lumo_gap_ev": 9.781, "homo_energy_ev": -9.3, "e_above_lowest_ev": 2.093, "smiles": "CO.CO.CO.CO.O"}

3.
{"formula": "C4H19CuNO5", "method": "the ωB97M-V functional and the def2-TZVPD basis", "elements": ["Cu", "C", "C", "C", "O", "C", "N", "H", "H", "H", "H", "H", "H", "H", "H", "H", "H", "H", "O", "H", "H", "O", "H", "H", "O", "H", "H", "O", "H", "H"], "coordinates": [[-0.07171, 1.71342, -1.06896], [1.47984, -0.91004, 0.36668], [-0.04340, -1.18720, 0.52217], [-0.42056, -2.00967, 1.72471], [0.19642, -3.32640, 1.64280], [-0.35617, -4.23514, 0.69842], [-0.55855, 0.14562, 0.59358], [1.80844, -0.45873, 1.30286], [1.72732, -0.19934, -0.42184], [2.07618, -1.80938, 0.21281], [-0.32985, -1.70588, -0.39272], [-1.49509, -2.04765, 1.90368], [0.07299, -1.56202, 2.58734], [0.28029, -5.11891, 0.74285], [-0.34051, -3.86158, -0.32545], [-1.40725, -4.51127, 0.78266], [-0.19284, 0.59635, 1.42014], [-1.54663, 0.04976, 0.77961], [-1.11936, 3.11323, 0.72450], [-1.89877, 3.35720, 1.22373], [-0.38902, 3.29395, 1.31626], [1.70217, 2.53432, 0.22922], [1.69496, 2.46799, 1.18410], [1.96214, 3.43861, 0.05343], [0.72262, 3.25716, -2.79242], [0.28260, 3.78378, -3.45972], [1.23813, 3.88817, -2.29012], [-1.40922, 0.59499, -2.86965], [-2.35375, 0.62418, -2.71721], [-1.31151, 0.08448, -3.67343]], "nbo_charge": [0.443, -0.609, -0.093, -0.078, -0.538, -0.255, -0.875, 0.196, 0.224, 0.218, 0.191, 0.171, 0.190, 0.199, 0.156, 0.166, 0.366, 0.364, -1.049, 0.474, 0.437, -1.133, 0.421, 0.446, -0.981, 0.480, 0.472, -0.962, 0.479, 0.481], "homo_lumo_gap_ev": [3.261, 8.166], "homo_energy_ev": [-3.2, -8.2], "spin_multiplicity": 2}

4.
{"formula": "C4H19N2O4", "method": "the ωB97M-V functional and the def2-TZVPD basis", "elements": ["C", "C", "C", "C", "N", "N", "H", "H", "H", "H", "H", "H", "H", "H", "H", "H", "H", "H", "H", "O", "H", "H", "O", "H", "H", "O", "H", "H", "O"], "coordinates": [[0.22133, 1.41230, 1.05324], [0.26054, 0.42376, 2.21393], [0.36075, -0.92795, 1.68273], [1.50732, -1.64451, 1.42665], [1.39074, -3.00147, 1.10618], [-0.94353, 1.13717, 0.10595], [1.16937, 1.26099, 0.47518], [0.28230, 2.44988, 1.16689], [0.96892, 0.60174, 3.02756], [-0.65407, 0.45994, 2.94709], [-0.50021, -1.46338, 1.76090], [2.47414, -1.26008, 1.45378], [0.56941, -3.44715, 1.21867], [2.14359, -3.45736, 0.65637], [-0.65949, 1.11445, -0.83465], [-1.11260, 0.05924, 0.15852], [-1.82040, 1.54284, 0.28208], [-1.57633, -2.36607, -2.07706], [-1.43006, -2.44252, -0.56971], [-1.79004, -1.83931, -1.24838], [0.98317, 0.84778, -2.30414], [0.83530, 2.23629, -2.94268], [0.59258, 1.64882, -2.14791], [-4.20340, 2.02914, -0.64898], [-3.33456, 3.35363, -0.04880], [-3.48284, 2.38140, -0.12666], [3.12992, 0.17669, -2.37381], [2.26655, -1.02050, -3.03566], [2.35160, -0.26577, -2.37728]], "nbo_charge": [-0.217, -0.472, -0.400, 0.088, -0.794, -0.705, 0.227, 0.224, 0.257, 0.228, 0.186, 0.201, 0.377, 0.394, 0.462, 0.441, 0.455, 0.486, 0.472, -0.954, 0.491, 0.498, -0.991, 0.514, 0.511, -1.004, 0.488, 0.505, -0.970], "homo_lumo_gap_ev": 8.716, "homo_energy_ev": -11.3, "total_charge": 1, "e_above_lowest_ev": 2.501}

5.
{"formula": "C4H19N3O3", "method": "the ωB97M-V functional and the def2-TZVPD basis", "elements": ["C", "C", "C", "C", "N", "N", "N", "H", "H", "H", "H", "H", "H", "H", "H", "H", "H", "H", "H", "H", "H", "H", "O", "H", "H", "O", "H", "H", "O"], "coordinates": [[1.35892, -1.43762, 0.52992], [0.57766, -0.17655, 0.88115], [-0.91775, -0.28054, 0.66849], [-1.67390, -1.03910, 1.47516], [-2.97254, -1.38045, 1.36447], [-1.45247, 0.71899, -0.25323], [2.84473, -1.15326, 0.64581], [1.17104, -2.23517, 1.23817], [1.23489, -1.79927, -0.47531], [0.73231, -0.02647, 1.94857], [1.01361, 0.73227, 0.46779], [-1.08118, -1.62289, 2.16590], [-3.43577, -1.91116, 2.08276], [-3.56785, -0.83405, 0.76450], [-2.47549, 0.79680, -0.37139], [-1.06852, 0.58485, -1.18740], [-1.28505, 1.72478, 0.04619], [3.42528, -1.96306, 0.44505], [3.12825, -0.47664, -0.10062], [3.08288, -0.73755, 1.54845], [-1.47664, 0.08336, -3.56791], [-2.29164, 1.38224, -3.71207], [-1.75883, 0.87027, -3.08863], [2.41263, 0.68411, -2.19363], [3.43607, -0.27029, -2.72541], [2.88256, -0.13150, -1.94271], [-0.61113, 3.05132, 1.85901], [-0.76170, 3.85827, 0.58603], [-0.47038, 2.98832, 0.90089]], "nbo_charge": [-0.203, -0.466, -0.054, 0.083, -0.756, -0.714, -0.689, 0.229, 0.238, 0.235, 0.239, 0.218, 0.431, 0.389, 0.439, 0.459, 0.470, 0.451, 0.474, 0.438, 0.493, 0.511, -0.993, 0.494, 0.514, -0.983, 0.506, 0.510, -0.963], "homo_lumo_gap_ev": 9.429, "homo_energy_ev": -15.3, "total_charge": 2, "e_above_lowest_ev": 0.054}

6.
{"formula": "C4H19NO9", "method": "the ωB97M-V functional and the def2-TZVPD basis", "elements": ["C", "N", "C", "O", "C", "C", "O", "O", "H", "H", "H", "H", "H", "H", "H", "O", "H", "H", "O", "H", "H", "O", "H", "H", "O", "H", "H", "O", "H", "H", "O", "H", "H"], "coordinates": [[-0.99226, -0.74893, -2.15912], [0.07574, -0.21304, -1.33167], [0.96118, -1.10066, -0.81682], [2.05503, -0.78168, -0.38710], [0.51743, 1.14370, -1.57893], [0.71815, 1.85693, -0.25775], [1.64337, 2.02405, 0.46905], [-0.48412, 2.48933, 0.03721], [-1.97056, -0.51633, -1.73616], [-1.01478, -0.36678, -3.18173], [-0.87535, -1.81895, -2.32076], [0.59007, -2.12771, -0.77346], [1.38480, 1.28522, -2.22629], [-0.26418, 1.72200, -2.06952], [-0.54926, 2.74015, 0.95799], [2.27508, 0.05524, 2.30618], [2.44154, 0.09289, 1.35012], [2.58525, -0.82625, 2.55324], [-3.02128, 2.59744, -1.46154], [-2.44821, 2.92325, -0.76333], [-2.98159, 1.64096, -1.48459], [-0.47081, -0.41298, 2.00100], [-0.61525, 0.38485, 1.47995], [0.50394, -0.33139, 2.12646], [3.79039, 0.54323, -2.04690], [3.31344, -0.28927, -2.14592], [4.04718, 0.43571, -1.12133], [-1.07216, -3.04840, 1.88070], [-0.54718, -3.82486, 2.12135], [-0.38306, -2.35656, 1.88174], [-3.35734, -0.94356, 3.16254], [-2.82790, -0.39850, 2.57619], [-3.02733, -1.82910, 2.95918]], "nbo_charge": [-0.410, -0.427, 0.555, -0.670, -0.348, 0.794, -0.532, -0.747, 0.201, 0.211, 0.221, 0.143, 0.257, 0.249, 0.501, -0.950, 0.507, 0.471, -0.946, 0.484, 0.463, -0.984, 0.461, 0.499, -0.936, 0.465, 0.475, -0.953, 0.461, 0.485, -0.946, 0.466, 0.480], "homo_lumo_gap_ev": 10.711, "homo_energy_ev": -10.7, "e_above_lowest_ev": 0.825, "smiles": "CN(C=O)CC(=O)O.O.O.O.O.O.O"}

7.
{"formula": "C4H2", "method": "the ωB97M-V functional and the def2-TZVPD basis", "elements": ["C", "C", "C", "C", "H", "H"], "coordinates": [[2.11300, -0.09775, -0.19425], [3.01462, 0.57406, 0.21448], [-0.38786, -1.10081, 0.18252], [-1.24390, -0.12670, 0.08731], [-2.28590, -0.17089, -0.42257], [-1.20995, 0.92208, 0.13251]], "nbo_charge": [-0.080, 0.009, 0.281, -0.822, 0.314, 0.298], "homo_lumo_gap_ev": [8.175, 8.162], "homo_energy_ev": [-11.0, -11.1], "e_above_lowest_ev": 9.098}

8.
{"formula": "C4H20B2InO4", "method": "the ωB97M-V functional and the def2-TZVPD basis", "elements": ["In", "B", "H", "H", "H", "H", "B", "H", "H", "H", "H", "C", "C", "O", "O", "H", "H", "H", "H", "H", "H", "C", "C", "O", "O", "H", "H", "H", "H", "H", "H"], "coordinates": [[1.06981, 1.04014, 1.25035], [2.01392, 0.28926, 5.45849], [2.71574, 0.61950, 4.70841], [2.34325, 0.27754, 6.48594], [1.14351, 0.92042, 5.36755], [1.59885, -0.67467, 5.20792], [3.26131, -2.88785, 2.08948], [2.22856, -2.74984, 2.36986], [3.27275, -2.92152, 1.01106], [3.85647, -2.08346, 2.49321], [3.65248, -3.81549, 2.47766], [-1.83931, 4.24912, -1.67466], [-3.09249, 3.31609, -1.56966], [-2.58281, 2.11675, -1.02168], [-1.27395, 4.73290, -0.43602], [-2.13529, 5.07187, -2.32551], [-1.14671, 3.62483, -2.23916], [-3.49050, 3.18455, -2.57583], [-3.89576, 3.67971, -0.92885], [-3.30512, 1.48454, -1.00742], [-0.79396, 5.53917, -0.63888], [-1.04021, -2.96669, -2.24828], [0.08256, -2.37456, -3.07291], [0.42149, -1.05221, -2.69180], [-0.88246, -2.54628, -0.84816], [-0.82229, -4.02439, -2.10037], [-2.02053, -2.73614, -2.66534], [-0.17647, -2.40808, -4.13116], [1.02713, -2.91670, -3.02866], [0.97786, -0.68359, -3.38186], [-1.16783, -3.30491, -0.33372]], "nbo_charge": [0.986, -0.462, 0.027, 0.068, 0.177, 0.194, -0.467, 0.111, 0.113, 0.103, 0.137, -0.084, -0.082, -0.737, -0.731, 0.176, 0.164, 0.174, 0.176, 0.473, 0.478, -0.091, -0.085, -0.730, -0.738, 0.189, 0.183, 0.174, 0.163, 0.473, 0.470], "homo_lumo_gap_ev": 2.349, "homo_energy_ev": -12.7, "total_charge": 1, "e_above_lowest_ev": 8.034}